1.
Formula: C56H158N14O16
Source: OMol25
Level of theory: ωB97M-V with the def2-TZVPD basis set

Structure (ORCA input):
```
! wB97M-V def2-TZVPD RIJCOSX def2/J DEFGRID3
* xyz 0 1
H -6.668 -5.963 0.298
C -6.179 1.920 -1.848
O 2.127 4.748 0.837
N -0.413 -6.552 0.856
C 0.172 -3.735 4.557
H -4.147 4.480 2.541
C 1.294 2.466 -4.101
H 6.923 -1.157 -5.499
H -3.479 -1.506 3.757
H -5.628 4.189 -3.476
C -5.689 1.939 -4.478
H 9.342 2.608 -1.825
H 2.487 6.707 0.624
H 3.004 -4.472 3.096
H 6.128 1.364 -1.768
N -0.094 0.400 -3.552
H -4.135 3.923 -3.485
H 4.503 -1.203 -5.015
H 3.831 7.211 3.007
H 4.128 -2.422 -2.731
C -1.081 1.614 -0.476
H 4.955 -0.448 -1.213
C -1.323 5.802 5.805
H 3.211 1.850 2.322
H -0.255 -5.575 -1.642
C -1.538 -10.070 0.794
C 8.939 1.733 -2.335
C -5.104 -5.263 3.158
C 3.623 -5.446 -2.062
O 5.895 -1.047 -3.685
H -1.290 6.354 -0.147
H -2.634 4.368 1.767
O -0.237 0.637 5.213
C 7.778 1.107 -0.373
H -5.216 4.444 0.194
C 4.104 -3.897 1.279
C 2.334 -2.053 -3.795
H 2.728 -4.878 -2.313
H -0.476 0.841 3.219
H 2.423 -0.086 -2.180
H -6.272 1.037 -4.293
H 1.327 -1.115 1.621
H 1.259 2.977 -3.139
H 2.546 4.529 -1.205
C -5.207 2.285 -2.983
H -5.894 1.194 -7.029
H -0.016 2.290 4.040
H -0.302 0.785 -2.642
H 3.060 -5.721 1.856
H -3.471 5.882 1.682
C 6.951 -0.609 -4.557
H -0.136 7.431 -5.590
H -2.258 -1.227 2.574
N -2.296 -1.621 -4.575
H 2.068 -4.031 5.539
H -3.689 7.753 6.491
C -0.210 -3.116 0.701
H 2.586 -2.574 -4.718
H 0.452 -3.877 3.513
N 3.122 -0.769 -1.925
H 4.371 1.397 0.081
H -1.550 1.849 0.480
C -1.598 0.939 5.538
H -1.534 5.334 -1.558
H -1.186 -3.397 0.306
H -2.062 1.537 -4.541
H 1.195 -8.745 0.095
H -0.842 8.502 -2.951
H 2.153 1.797 -4.042
H -5.427 -4.222 3.138
H -6.420 2.707 -4.731
H 7.969 0.410 0.443
H -1.566 2.927 -3.506
H -4.289 -4.244 0.696
H 4.975 -4.382 1.719
C 6.278 0.980 -0.759
H 1.979 -4.462 1.715
C 4.552 -0.779 -4.012
H 1.547 -0.363 0.351
H -1.930 0.259 6.323
H 4.106 -2.562 3.437
N -2.899 7.173 6.734
H -1.890 1.457 -1.189
H -2.970 -0.881 -4.706
H 9.744 1.384 -2.983
H -1.975 7.434 -2.631
H -2.973 -0.641 -2.173
O 4.253 -2.319 4.351
C 5.389 1.748 0.248
H -4.050 -5.176 3.424
H 0.535 -6.583 1.203
O 1.643 3.524 -5.103
O -5.963 -5.893 4.092
H -7.304 -6.080 1.815
C 3.583 -1.540 -3.067
C -0.937 -2.665 4.598
C -0.303 -4.987 5.255
H -4.279 1.739 -2.816
C -0.759 -0.742 -0.011
C -2.302 6.857 5.476
H -0.913 -0.133 -3.810
C -2.797 -2.026 3.084
H 1.929 2.991 2.714
C 0.604 7.899 -4.941
H 0.687 7.321 -1.436
H 0.171 -9.344 -1.030
H 2.437 3.043 -0.257
H -6.498 0.882 -1.936
N 2.897 7.202 3.392
C 3.902 -3.961 -0.305
O -0.416 -9.260 1.093
H -5.936 -1.077 -1.286
H 2.973 4.525 -3.751
O 8.645 0.704 -1.395
N 1.564 -1.324 0.661
H -3.982 5.709 5.009
H 6.397 -0.868 -1.345
H -0.534 2.518 -0.745
H 8.090 1.982 -2.972
H 7.832 -0.886 -3.978
C -2.867 -2.360 -3.460
C 0.290 -1.845 0.015
C -3.651 -1.360 -2.633
O -1.984 -3.053 3.712
C -5.000 0.991 -6.439
C -5.057 -1.550 -0.850
H 1.612 -2.662 -3.252
H -3.299 6.371 7.199
O 1.195 7.037 -3.946
O -4.625 1.891 -5.391
C -3.271 6.308 4.440
H 4.664 -2.044 1.051
H 0.306 6.578 1.898
H 0.427 -4.000 0.688
O -4.356 4.360 -0.219
H -2.024 -10.380 1.719
N 5.817 -0.358 -0.694
N 1.340 -3.339 5.426
H -3.326 -5.614 1.106
H -2.487 -2.169 -5.402
H 0.197 1.008 -5.318
H -1.361 3.039 -5.215
H -1.321 -5.225 4.946
H -0.095 5.131 -0.557
C -5.468 -7.132 4.688
H 0.542 -2.117 -1.010
H -0.923 -7.055 1.568
C 0.218 -6.524 -1.391
H -5.365 -2.292 -0.113
H 2.885 -0.759 3.885
N -4.943 3.691 -2.926
H 2.901 -3.569 -0.484
H -0.253 -4.853 6.336
H 4.449 -5.280 -2.754
H 1.227 -6.333 -1.027
H 4.273 -3.152 4.822
O -4.278 -2.244 -1.782
C 0.128 -8.739 -0.124
C 0.377 6.137 -3.229
H -2.313 -3.808 -1.948
H 2.043 1.435 4.717
H 7.082 0.454 -4.758
H -1.538 -7.493 -0.641
H -4.242 1.114 -7.212
H 4.227 0.254 -4.143
H -0.266 -2.906 1.769
H 3.242 -6.454 -2.223
H 4.699 -3.399 -0.791
C 1.672 1.086 3.754
H -4.430 -0.864 -0.280
H -1.032 -0.635 1.039
C -1.851 -3.203 -2.728
H -0.428 5.786 -3.875
H -1.769 7.735 5.112
C -0.780 5.867 -0.978
N -1.134 7.840 -2.246
C 2.788 4.075 -0.245
H -5.185 -7.843 3.912
H 1.366 -0.837 4.267
H -2.285 -9.425 0.332
C 2.155 1.933 2.580
H -0.479 -1.715 4.320
N 4.024 -2.521 1.669
H -1.408 -2.524 5.571
O -0.234 0.485 -0.594
H -1.592 1.993 5.814
C -5.317 -5.870 1.714
C 0.764 6.223 2.821
H 0.274 5.264 2.992
H -1.423 -3.833 -3.508
C -3.240 5.056 2.355
N -6.668 -5.563 1.225
H 8.129 2.106 -0.113
H 3.718 3.384 -4.895
H -3.586 -3.055 -3.893
H -3.307 -2.429 2.209
H -4.540 3.982 -1.079
H -7.106 2.464 -2.030
H 2.523 8.078 3.059
C -0.497 -7.377 -0.342
H -1.698 -1.068 -0.458
H 5.557 1.406 1.270
H 1.576 1.690 1.689
H -5.768 2.171 -0.870
H -0.986 -2.721 -2.272
C 2.289 6.073 2.714
H 5.554 2.823 0.186
H -2.318 0.858 4.724
H 2.606 5.196 3.278
H -4.511 -6.922 5.165
H -6.093 -7.624 5.433
C 0.174 1.217 4.010
C 0.021 1.558 -4.394
N 1.989 -0.376 3.619
H -3.782 7.096 3.886
H 0.236 -5.894 4.982
C -0.131 6.819 -1.951
H 0.403 6.929 3.570
H -4.406 -5.547 -0.333
O 3.965 -5.361 -0.707
O -2.510 5.478 3.506
H -5.162 -6.941 1.842
C -4.310 -5.333 0.732
C 2.939 4.137 -4.769
H 0.329 -7.040 -2.345
H 0.894 5.221 -2.944
H 3.172 -2.165 1.261
H -0.026 8.576 -4.364
H -0.485 5.790 5.108
H 3.074 4.890 -5.545
H 1.971 -2.627 5.085
C -1.331 2.330 -4.387
H -0.862 5.984 6.775
H 3.857 4.140 -0.045
H -4.360 -0.737 -3.179
H 3.819 5.912 1.250
C 3.009 -4.644 2.020
H 1.814 -1.164 -4.152
C 2.731 5.882 1.293
H -5.191 -0.026 -6.095
H 1.290 8.408 -5.617
H 2.707 -1.264 -1.149
H -1.474 -10.966 0.177
H -1.795 4.820 5.818
*
```

Values from the calculation:
Gap between HOMO and LUMO (eV): 8.755
E (eV): -114244.24943
HOMO level (eV): -8.526

These are the Mulliken partial charges, in e, on atoms 1 to 6:
1. H 0.26
2. C -1.71
3. O 0.47
4. N -0.24
5. C 2.34
6. H 0.35


2.
Formula: C56H33F5N13O4Y
Source: OMol25
Level of theory: ωB97M-V with the def2-TZVPD basis set

Structure (ORCA input):
```
! wB97M-V def2-TZVPD RIJCOSX def2/J DEFGRID3
* xyz -2 1
H -6.107 -0.448 0.979
C -1.196 5.543 -2.475
C -4.326 -1.375 0.217
C 4.592 -1.677 -4.088
C 2.842 -0.171 3.735
F -3.375 6.099 -1.774
H 1.283 -2.466 -4.051
C -3.601 3.059 3.192
C 1.547 0.112 3.129
H -0.334 3.220 5.335
H 2.298 4.866 5.088
C -5.689 -1.292 0.445
H -1.953 0.718 -7.150
C -2.344 5.227 -1.768
C 4.417 5.137 2.466
C 3.485 -1.066 2.872
C 4.750 -1.559 3.164
H 4.499 0.924 -1.071
C -0.258 3.467 -1.754
C -1.415 3.074 -1.034
C 1.792 -2.665 0.069
F 0.782 2.605 -1.732
H -0.236 0.485 -6.838
F 0.979 4.926 -3.148
C 3.449 0.250 4.911
C 3.430 -0.482 -2.316
H 5.217 0.076 6.106
N -1.466 0.314 -2.893
O 0.856 2.263 1.028
C 5.358 -1.130 4.332
C 2.150 3.760 3.261
H -1.026 1.997 -6.345
C 3.838 4.202 1.622
C 1.980 -3.773 -0.860
C -3.453 4.002 4.200
H -4.248 4.712 4.392
C -4.569 -3.486 -0.942
C -0.189 -3.070 -0.784
C 3.518 0.470 -1.232
C 2.216 -1.983 -3.783
H -4.125 -4.324 -1.466
F -1.109 6.702 -3.173
H -3.589 0.742 -5.119
C -2.752 -0.014 -3.249
H 5.297 5.682 2.145
H 4.335 6.098 4.388
H 0.963 0.817 -4.927
C 4.594 -0.792 -3.026
O 1.092 -0.780 -2.099
N -1.499 -3.104 -1.003
C -6.491 -2.313 -0.043
H 1.535 -6.551 -3.475
C 1.642 -5.769 -2.732
H -6.590 -4.183 -1.096
C -2.366 1.074 2.033
O -1.507 1.958 -0.439
H -3.180 -0.994 -5.134
N 0.493 -2.256 0.050
C -2.451 4.042 -1.070
C -2.331 -2.223 -0.484
C -0.499 1.208 3.172
N -1.111 0.579 2.141
O -3.695 -0.260 -2.535
C -3.775 -2.456 -0.468
N 3.053 1.830 0.432
C -1.158 0.913 -6.435
N 2.757 -2.243 0.866
C 4.713 -0.236 5.198
C -1.238 3.176 4.739
C 2.910 -5.496 -2.202
N -1.511 0.305 -5.174
H -0.456 -5.240 -2.735
C 0.529 -5.047 -2.328
F -3.597 3.797 -0.404
C -2.287 4.056 4.968
N -2.039 -1.050 0.139
H 5.508 -1.904 -4.620
C 2.544 -1.317 1.791
H 0.962 0.814 -3.214
C 2.112 2.456 1.093
H 6.350 -1.488 4.584
C -3.198 -0.527 0.603
N 2.578 0.858 -0.448
H 1.266 3.220 3.565
N -3.373 0.533 1.373
C 2.705 3.491 2.015
C -5.937 -3.400 -0.729
H 4.071 -4.273 -0.852
C -0.813 0.528 -4.017
H -4.494 3.012 2.583
N 1.428 -0.562 1.962
H 2.947 0.946 5.571
H 5.241 -2.243 2.483
H -7.564 -2.273 0.108
C 3.092 -4.502 -1.256
C 3.875 5.377 3.723
C -2.865 -0.007 -4.789
H 3.362 -2.988 -5.273
H 5.521 -0.314 -2.722
N 0.449 0.971 -4.077
C 2.737 4.686 4.113
C 0.716 -4.040 -1.392
C 2.190 -1.072 -2.692
H -2.199 4.800 5.751
H 3.762 -6.070 -2.548
H 4.264 4.001 0.648
N 0.678 0.945 3.695
C -0.144 4.641 -2.460
C -2.550 2.188 2.966
C -1.379 2.247 3.721
C 3.381 -2.274 -4.456
Y 0.114 0.190 -0.005
*
```

Values from the calculation:
Gap between HOMO and LUMO (spin up / spin down) (eV): 4.877 / 4.967
E (eV): -100809.89990
HOMO level (spin up / spin down) (eV): -1.282 / -1.337

These are the Mulliken partial charges, in e, on atoms 1 to 6:
1. H 0.53
2. C 0.54
3. C 0.27
4. C -0.77
5. C 0.43
6. F -0.35


3.
Formula: C56H34CaF15GeN2O3P2S2
Source: OMol25
Level of theory: ωB97M-V with the def2-TZVPD basis set

Structure (ORCA input):
```
! wB97M-V def2-TZVPD RIJCOSX def2/J DEFGRID3
* xyz -1 1
C 5.027 -3.363 3.545
H 7.282 -1.658 -2.875
F -4.528 7.299 3.890
C 5.292 -2.377 -2.522
H 2.201 -5.174 3.978
F -7.085 -1.400 -0.659
H 2.424 -0.010 -5.857
H 1.735 -0.096 2.025
C 5.451 2.020 -3.969
H 0.028 -4.638 -0.145
O -1.773 1.369 -2.053
C -0.958 -2.547 1.141
C -6.494 0.796 -0.046
H -3.868 -5.703 2.717
H 5.378 -0.216 0.665
C 4.140 1.633 -3.740
C -3.784 4.202 2.121
H 4.910 4.535 -6.170
F -5.988 2.569 3.677
C 3.123 2.809 -0.901
H 0.538 -0.290 -2.021
H -1.593 -0.859 -3.902
H 3.478 0.083 2.103
N 1.560 1.231 -0.454
H 1.596 -3.829 -4.121
C -0.821 -4.889 0.476
C -1.445 -3.892 1.225
N -0.571 -1.470 1.074
H 3.299 -2.898 -1.931
C 4.195 -2.345 -1.673
C 4.698 3.721 -5.487
F -4.056 6.475 -0.718
H -0.830 -6.967 -0.028
C 3.565 2.053 0.209
C -4.292 6.452 2.883
H -2.656 0.444 -4.499
C -5.700 1.530 5.737
F -4.005 4.736 4.419
C -3.787 4.706 0.831
H 7.326 -0.276 -0.822
H -0.001 2.638 -2.243
F -7.529 1.279 -0.736
H -3.015 -3.373 2.589
C -3.560 0.640 6.324
C -4.046 6.033 0.540
C -4.886 0.869 6.642
H 5.253 -2.963 -3.432
C 1.557 -2.747 -4.074
H 3.619 3.640 -1.380
F -5.920 2.953 0.553
H 4.475 -4.911 4.928
F -3.369 -0.703 2.100
C -5.160 1.950 4.536
F -4.558 8.195 1.324
F -4.989 -2.381 0.777
C -4.533 1.196 1.335
P 2.714 -1.678 0.543
C -2.542 -4.171 2.035
H 6.022 -3.243 3.954
C -6.274 -0.568 -0.008
C 4.214 -1.590 -0.501
H 2.577 3.828 -5.780
O -4.129 0.674 -2.034
H 0.590 -2.685 -2.154
C 5.733 3.065 -4.839
F -5.381 0.450 7.806
H 6.253 1.509 -3.452
H 1.282 3.720 -2.682
C -3.058 1.081 5.105
Ca -0.716 0.607 -0.240
H 2.535 -2.450 -5.966
C 0.989 -2.113 -2.983
C 6.425 -1.641 -2.212
P 1.323 1.892 -4.115
S -1.168 2.193 1.944
H 5.311 -1.855 2.060
C -3.013 -5.472 2.096
C 4.159 -4.300 4.092
H 4.473 2.190 0.776
H 1.504 -3.790 2.071
C 2.589 1.102 0.444
H 3.933 0.829 -3.045
C 5.351 -0.837 -0.216
C 6.450 -0.867 -1.060
C 2.888 -4.448 3.561
C -2.397 -6.472 1.356
C 3.346 -2.714 1.931
C 2.640 -0.037 1.410
C -5.204 -1.061 0.714
C -4.304 6.913 1.579
H -2.772 -7.485 1.407
C 0.943 -0.724 -2.921
C -4.371 -0.175 1.367
C 1.072 2.671 -2.443
C -1.305 -6.184 0.549
C 2.080 -1.975 -5.105
Ge -3.251 2.312 2.367
F -3.546 3.887 -0.198
H 6.759 3.367 -5.011
F -1.777 0.807 4.861
C -5.630 1.647 0.621
C -2.568 -0.387 -3.805
F -6.985 1.747 6.032
S -2.758 0.267 -2.174
C 2.493 -3.662 2.486
C -3.836 1.758 4.184
C -4.028 5.113 3.129
C 3.090 2.283 -4.389
O -2.324 -0.779 -1.220
C 2.018 -0.595 -5.039
C 1.452 0.067 -3.942
C 3.386 3.325 -5.265
C 4.621 -2.578 2.478
H -3.368 -1.105 -3.971
F -2.777 -0.010 7.189
C 1.915 2.261 -1.282
*
```

Values from the calculation:
Gap between HOMO and LUMO (eV): 6.028
E (eV): -223717.15377
HOMO level (eV): -4.385

These are the Mulliken partial charges, in e, on atoms 1 to 6:
1. C -0.81
2. H 0.39
3. F -0.31
4. C -0.55
5. H 0.42
6. F -0.38


Q: Which energy above the lowest of the compared OMol25 structures with the same formula, charge and spin values were calculated for the entries above? A: 323.82, 0.00, 0.00, in kJ/mol.